Record 1
Computed, not measured: a molecular structure, C32H37ClInN2Si2 in a non-equilibrium geometry, with wB97M-V/def2-TZVPD.

Computed properties:
Total charge: +1
HOMO level (spin up / spin down) in eV: -9.320 / -9.205

Last column: Löwdin charge in e.
Cartesian coordinates (Å):
1 In -0.25713 -0.73281 1.78161  0.85
2 Cl 1.98134 0.36582 1.86923  0.28
3 Si -0.68276 -0.69041 -1.92505  0.74
4 Si 2.64141 1.38385 -1.75034  1.04
5 N 0.66016 -1.79108 3.81727  -0.03
6 N -0.84631 1.19983 3.27192  -0.02
7 C 1.25791 3.80587 -2.26114  -0.11
8 C 0.35452 0.92768 -4.10059  -0.13
9 C 0.05570 1.41418 4.41796  -0.25
10 C -0.47399 -2.04620 -3.21636  -0.27
11 C 0.29155 0.19673 5.28141  -0.17
12 C 0.43789 -3.09991 -3.08291  -0.09
13 C -2.40487 -2.40634 3.86517  -0.21
14 C 2.19296 -0.36532 -1.36106  -0.32
15 C 0.63159 -1.97851 -0.01833  -0.35
16 C -2.92663 -1.10682 3.60747  -0.23
17 C -0.65651 2.96160 -4.91688  -0.08
18 C 1.79469 -2.69217 0.35293  -0.10
19 C -1.68656 2.80975 -3.98897  -0.07
20 C -1.66492 1.75652 -3.07006  -0.09
21 C -1.12508 -1.88532 -4.45787  -0.10
22 C -0.41202 4.77628 -0.78250  -0.06
23 C 0.20279 -3.65480 -5.44420  -0.07
24 C 0.76825 -3.89555 -4.18865  -0.07
25 C -3.33624 -0.54123 4.85039  -0.17
26 C -0.76702 -2.65271 -5.57146  -0.07
27 C -3.05515 -1.49014 5.87751  -0.12
28 C 0.36754 2.01954 -4.97451  -0.09
29 C 0.81688 -0.68413 -0.82691  -0.50
30 C 1.52827 2.80595 -1.29640  -0.31
31 C 1.28404 -0.79884 4.71772  -0.28
32 C 0.27045 4.75777 -2.00612  -0.07
33 C 0.96118 2.94256 -0.01023  -0.12
34 C -0.64807 0.80032 -3.12542  -0.29
35 C -0.04181 3.88383 0.22884  -0.07
36 C 2.99782 -2.43407 -0.28831  -0.05
37 C 3.19315 -1.30598 -1.10827  -0.07
38 C -2.47727 -2.64457 5.26705  -0.15
39 H -0.63589 3.82633 -5.57953  0.11
40 H -3.27709 -1.36345 6.94143  0.10
41 H -0.80172 1.98744 2.62293  0.07
42 H -2.49739 3.53655 -3.95443  0.11
43 H 1.36121 -2.44513 3.46209  0.09
44 H -0.27383 -2.59377 -0.19689  0.09
45 H -1.95446 -0.80254 -1.15515  0.04
46 H -2.17645 -3.56322 5.77361  0.09
47 H 1.79390 3.80260 -3.21648  0.10
48 H 1.69102 -3.45989 1.13731  0.13
49 H -0.05014 -2.32763 4.32396  0.07
50 H -0.65195 -0.29233 5.54400  0.10
51 H -0.54185 3.92110 1.20135  0.10
52 H -0.37931 2.18980 5.05877  0.13
53 H 2.03236 -0.27459 4.11484  0.02
54 H 1.19419 2.14443 -5.67486  0.11
55 H 0.50754 -4.23264 -6.32067  0.11
56 H 0.93822 -3.27517 -2.12998  0.08
57 H 1.30878 2.28828 0.79765  0.00
58 H -3.05434 -0.66023 2.61898  0.05
59 H 0.73050 0.56861 6.21845  0.13
60 H 4.19498 -1.06895 -1.46858  0.12
61 H 0.00453 5.48310 -2.77594  0.12
62 H 3.82265 -3.13442 -0.13511  0.12
63 H 0.99395 1.77657 3.99751  0.09
64 H 0.53613 0.25563 -0.28225  0.01
65 H -3.82187 0.42843 4.97572  0.09
66 H 1.16377 0.18982 -4.16302  0.10
67 H -2.44685 1.65172 -2.31446  0.10
68 H -1.21155 5.50559 -0.61550  0.12
69 H 1.49697 -4.69517 -4.06796  0.11
70 H -2.04704 -3.10163 3.10466  0.08
71 H 3.94120 1.60863 -1.25380  -0.02
72 H 1.80684 -1.33216 5.53122  0.13
73 H -1.87355 -1.09440 -4.57895  0.11
74 H -1.81772 1.08843 3.56454  0.06
75 H -1.23348 -2.44690 -6.53942  0.11

Record 2
Computed, not measured: a molecular structure, C29H33BN9O3P2S2Tl, with wB97M-V/def2-TZVPD.

Computed properties:
Total charge: -2
HOMO level in eV: -3.293

Last column: Löwdin charge in e.
Cartesian coordinates (Å):
1 Tl -0.06206 0.42509 0.08636  0.77
2 S -6.75159 3.02541 -0.27922  0.60
3 S -4.15735 -0.13046 -0.50675  0.57
4 P 1.06070 -2.66769 -0.64131  0.86
5 P 2.55561 -1.31447 -3.14827  0.91
6 O -6.29655 4.39135 -0.25455  -0.32
7 O -8.07566 2.80179 -0.81218  -0.33
8 O -0.62407 0.06285 -2.87837  -0.11
9 N 0.27774 5.39567 -4.05759  0.09
10 N 2.20065 -0.03534 1.43070  -0.04
11 N 0.19123 -1.15502 3.57662  -0.10
12 N -2.67902 0.22148 -3.80691  0.14
13 N 3.69574 6.43883 -1.46503  0.08
14 N 2.53565 -0.35175 2.69846  -0.08
15 N -5.66385 2.02872 -0.97039  -0.12
16 N 1.12695 2.91088 -0.45872  0.06
17 N -0.49218 -0.70202 2.51238  -0.06
18 C 5.00211 -2.51756 0.61118  -0.09
19 C 1.37736 3.82811 -1.12295  -0.23
20 C 2.90317 -2.45462 -0.59820  -0.39
21 C -0.65864 -1.65401 4.49108  -0.12
22 C -6.66144 2.31272 1.35010  -0.22
23 C -1.62479 0.73096 -3.10012  -0.63
24 C -7.32303 2.63511 2.51705  -0.05
25 C 1.68368 4.91416 -1.95684  -0.30
26 C -7.05883 1.86186 3.64097  -0.09
27 C 4.91335 -1.50811 -1.55740  -0.11
28 C 0.74365 -3.55732 0.93967  -0.30
29 C 3.55376 -1.78842 -1.66413  -0.40
30 C 3.77778 0.08671 2.96543  -0.12
31 C 3.64727 -2.79938 0.53170  -0.10
32 C -5.50624 0.48953 2.38718  -0.04
33 C -1.94867 -1.52415 4.01103  -0.08
34 C -6.15655 0.80246 3.57421  -0.08
35 C -1.80475 2.15407 -2.64559  -0.02
36 C 3.24190 0.61519 0.91382  -0.20
37 C 0.90062 5.17242 -3.10871  -0.28
38 C 4.27992 0.71651 1.84325  -0.08
39 C 2.75014 0.51496 -3.15643  -0.28
40 C 3.78873 -1.73757 -4.47604  -0.31
41 C -1.78367 -0.91490 2.75961  -0.19
42 C 2.79266 5.74807 -1.68070  -0.28
43 C 0.98659 -4.12605 -1.78490  -0.30
44 C 5.63936 -1.87407 -0.43575  -0.10
45 C -5.21632 1.11727 -0.12366  -0.87
46 C -5.77058 1.26039 1.26805  -0.23
47 B 1.74323 -1.21596 3.73041  -0.45
48 H -2.62064 2.19346 -1.91772  0.07
49 H 3.94446 -2.81787 -4.48492  0.03
50 H -3.57577 0.65767 -3.66442  0.08
51 H 5.41994 -0.97130 -2.35161  0.09
52 H -0.29231 -2.06918 5.41738  0.11
53 H -2.68902 -0.77913 -3.90988  0.10
54 H 3.78979 0.82921 -3.04563  0.04
55 H -7.55787 2.08595 4.57572  0.09
56 H 1.31827 -4.48218 1.03002  0.04
57 H 3.19903 0.98852 -0.09779  0.08
58 H -2.06764 2.79527 -3.48808  0.09
59 H 3.16090 -3.24937 1.38652  0.08
60 H 1.65654 -4.91852 -1.44500  0.03
61 H -2.52435 -0.63026 2.02224  0.04
62 H 5.55270 -2.77004 1.51017  0.10
63 H 4.22371 -0.07541 3.93384  0.11
64 H -0.32133 -3.79403 0.97461  0.04
65 H 2.10117 -2.38328 3.62280  0.06
66 H -5.95978 0.21591 4.46359  0.10
67 H -8.01745 3.46554 2.55247  0.11
68 H 0.96264 -2.89799 1.78073  -0.01
69 H -4.80604 -0.33227 2.31803  0.08
70 H 3.38115 -1.43603 -5.44298  0.03
71 H 6.69602 -1.64029 -0.37123  0.10
72 H -0.03855 -4.50247 -1.81161  0.03
73 H 2.34833 0.89149 -4.09903  0.04
74 H 2.14393 0.94640 -2.35812  0.00
75 H -2.86599 -1.81358 4.49753  0.08
76 H 4.74880 -1.24138 -4.32760  0.02
77 H -0.89169 2.52002 -2.18675  0.04
78 H 1.26692 -3.81456 -2.79013  -0.01
79 H 2.01975 -0.79266 4.83500  0.06
80 H 5.24063 1.18864 1.72332  0.08